1.
This record from the OMol25 dataset describes C42H50BHgN10O2P2S2 as an isolated structure. The level of theory is ωB97M-V/def2-TZVPD.

Structure (XYZ):
```
110
C42H50BHgN10O2P2S2 ωB97M-V/def2-TZVPD
C 4.28401 -2.11451 2.65140
C -2.67245 1.90735 3.27046
H 5.11226 -1.42617 2.83588
C 3.82534 1.15983 0.18512
H -4.18973 -2.85617 -0.36216
C 3.83954 3.06667 1.31505
C 2.55764 -4.85423 -0.06388
C -0.11819 -4.09380 -1.59513
H 1.75812 -0.64361 -3.21596
H 2.19069 -2.00235 -7.26474
N 1.91594 -0.72275 4.39017
H -0.56128 -4.26113 -2.57705
H 1.76953 2.15682 -3.99932
H -4.71215 -0.11045 -3.59706
C -4.31018 -6.89042 0.36795
N 1.08033 -0.23698 5.32776
C -3.86498 -6.68518 -0.93225
N -2.74479 3.89987 0.29193
C -1.87601 -1.57754 -2.48229
C -4.59969 -1.48517 -1.95765
H 3.43214 -0.59720 -0.90264
H 4.09875 -3.36057 -2.69063
H -2.54445 -4.44616 1.92537
O 1.29388 -1.70329 -1.03043
H -2.66416 5.33129 -1.41693
H 2.86732 -4.44463 3.33814
H 5.98058 -4.73034 -1.84921
H 4.12983 4.06666 1.58774
C 3.60768 -5.63789 0.39015
H 5.16102 2.71920 -0.31646
H 3.95628 -0.54020 4.74038
H 1.83089 -4.32458 -6.51476
P -1.39160 -3.44943 -0.42845
C 4.83414 -5.60084 -0.26025
C 3.62100 -2.52345 3.97095
C 1.45553 2.09215 -2.95808
C 2.89883 2.22353 1.81148
H -2.97181 3.09513 -3.78788
H 3.05539 -1.58564 5.83678
C -2.92412 -5.08417 1.13628
H 5.65300 -6.21326 0.09764
P 1.35383 -3.00136 -1.75051
C 2.72374 -4.05448 -1.19413
H -2.62198 -5.49920 -2.21906
C -2.70439 -0.78119 -3.25544
C 2.47720 -3.51563 3.75365
C 3.18330 -1.30949 4.79245
H 0.20334 -5.05270 -1.19140
N 0.07479 2.49752 -2.85575
H 2.06263 2.75368 -2.34526
H 1.73220 -3.12543 3.05730
H 1.78952 -0.73140 2.22677
H -4.18861 -6.25465 2.41450
C -2.00245 2.96129 -3.33894
C -2.48514 -4.87014 -0.16699
H -3.21088 1.04258 2.89576
C 2.01856 -2.20835 -6.21562
H 5.12608 -0.41712 -0.42887
H -4.23378 -7.31063 -1.73555
C 1.82511 -3.51772 -5.79261
C -0.86711 2.45563 -3.86292
H 3.47185 -6.27627 1.25349
H 2.13297 -0.14569 -5.63251
C -2.42952 4.85382 1.22770
H 1.97790 -3.75087 4.69641
S -3.19678 1.20842 0.19129
C 4.24386 0.11816 -0.79262
N 0.23591 0.13758 3.36828
N -1.77259 3.32252 -2.03097
N 2.89308 1.04176 1.10061
H -1.65274 1.60899 3.49332
H -2.24738 5.87553 0.94560
C 1.60444 -2.74874 -3.52571
H 1.59644 1.07367 -2.58820
S 0.33665 3.10805 -0.24575
C 3.96232 -4.00233 -1.82736
N 4.42778 2.37833 0.27647
H -5.65797 -1.43400 -1.73714
N -2.69100 2.93349 2.24762
C -3.83931 -6.09444 1.40250
H -2.28655 -0.19009 -4.06069
C -4.06637 -0.73789 -2.99547
C -2.40330 -2.33107 -1.43565
C 1.37071 -0.48955 3.19048
H 4.38321 -3.01558 4.58144
C -2.95757 -5.67361 -1.20212
C -2.88367 2.71787 0.91775
C -0.49511 3.02485 -1.73120
H -0.64992 2.05759 -4.83984
H 4.68005 -2.99198 2.14261
C 1.61868 -3.79048 -4.44955
C -2.39832 4.26694 2.44333
H -2.18302 4.66480 3.41972
Hg -0.25927 0.62971 0.41469
H 4.48600 0.55717 -1.76325
N 0.08883 0.28154 4.70395
C 5.01691 -4.77246 -1.35789
H -0.81795 -1.60381 -2.69548
O -0.83468 -2.96733 0.85562
H 1.61111 -4.85462 0.46649
H 3.58219 -1.62675 1.97197
C 1.78923 -1.43700 -3.95289
H 2.20685 2.38470 2.62455
H -5.03383 -7.66903 0.57509
C 1.99437 -1.16635 -5.29854
H -3.92718 3.77292 -1.64583
H 1.47184 -4.81357 -4.11872
H -3.14840 2.28027 4.17591
C -3.77318 -2.28068 -1.17945
B -2.85969 4.15165 -1.23567
```

Calculated values
multiplicity = 2
E = -108464.793 eV
energy above the lowest of the compared OMol25 structures with the same formula, charge and spin = 35.72 kJ/mol
HOMO energy (spin up / spin down) = -5.71 / -6.54 eV
<S²> = 0.76

---

2.
This record from the OMol25 dataset describes C42H50Br2N10O7PSc as an isolated structure. The level of theory is ωB97M-V/def2-TZVPD.

Structure (XYZ):
```
113
C42H50Br2N10O7PSc ωB97M-V/def2-TZVPD
H -5.51604 -0.20220 0.17862
H 2.46113 -6.81847 0.64107
C 2.68836 2.53815 -2.94342
C -1.80729 4.91455 2.54305
H -2.45260 1.28548 -2.04677
O 0.92446 -2.74614 1.57053
H 4.27444 1.70364 -1.79394
H 1.86965 1.26862 2.33118
H -0.72837 -1.33430 6.28185
H 0.92198 4.09921 2.11614
H -1.34162 4.81735 3.52271
C 3.07984 -3.04288 2.77671
H 2.09477 2.74959 0.91287
C 2.43529 2.42711 -0.05934
H 2.53000 1.34384 3.93449
H 4.68717 3.24820 -2.53502
C 0.23960 4.15073 1.23427
C 0.78161 0.28787 3.72001
C 1.26223 -2.65417 -4.08002
N 1.27339 2.38993 -0.96317
C -3.15628 4.64619 -2.63364
H -4.11571 2.79979 -3.27629
H -0.97124 2.35617 2.94787
C -3.51680 3.16638 -2.45346
O 5.21660 -2.19912 3.56851
C 3.49448 3.35674 -0.70441
C 0.02590 -4.95028 -0.72117
C -4.86479 -1.05262 0.01280
H -2.52709 5.71771 2.63597
H -4.84625 -4.38512 -0.47460
C -2.48613 3.63161 2.11840
P -0.27326 1.99969 -0.42023
Br 2.77803 -8.57662 -1.79827
H -2.47866 -5.19247 -0.86030
N -0.67976 0.51157 -0.33972
H 0.90667 -2.61540 -5.08493
H -6.46453 -2.48802 -0.05933
C 2.14852 -2.61514 -1.47963
C -3.14655 -3.10969 -0.40767
C -1.69031 4.79353 -3.07360
H 3.95613 -4.25129 -4.31304
H -3.24688 3.33796 2.84794
O 2.98041 -4.12481 3.30746
N -0.41274 2.87624 1.00057
C 2.47637 -3.24088 -3.77542
C -0.97302 -1.06275 3.00296
C -4.49614 -3.37185 -0.36055
H 2.86567 1.42717 0.03043
H -0.16892 6.18362 1.83755
H -3.82431 5.13535 -3.35626
C 1.60984 1.72184 -2.24563
Sc -0.13650 -1.27203 0.33559
C 1.68737 -7.05124 -1.36509
H 4.38286 3.44580 -0.06882
C -2.24655 2.28477 -2.42856
H -1.86943 2.19272 -3.43762
N -1.23624 2.84842 -1.57090
H -1.41792 5.85607 -3.12656
C 1.76329 -6.48109 -0.09198
N 0.94186 -2.04683 -1.74962
H 0.93990 -4.95628 1.17362
H -4.10744 3.00918 -1.53364
C 3.88187 -0.84313 2.04915
C 0.57074 -0.11505 5.08368
C -3.49673 -0.87616 -0.08143
H -1.52144 4.38134 -4.06562
C 2.61583 -1.18219 1.41631
O 1.88224 -0.49991 0.58699
C 3.89470 2.70886 -2.02362
H -2.99562 3.77969 1.16936
H 3.86657 -3.67163 -2.13129
N -2.64621 -1.87348 -0.27703
C 0.56282 -2.06932 -3.03199
C -5.38587 -2.33882 -0.10338
H 0.81959 -7.01570 -3.27062
H 0.68081 1.60824 -2.83459
C 0.93611 -5.43586 0.21679
N -1.25468 -1.40028 4.30893
H 0.87339 4.41005 0.41315
N -0.01411 -0.15918 2.76099
Br -1.11037 -1.27226 -3.43518
C -1.44222 2.52810 1.95857
H -3.27565 -2.02762 4.30255
H 1.22708 0.15181 5.89813
C 0.01443 -5.48187 -2.00723
O 4.53295 0.16103 1.91827
C -0.73375 4.14978 -2.03749
C 0.83055 -6.54532 -2.30772
C -2.11415 -4.17751 -0.58297
H -2.07615 -3.24160 3.78266
H -0.67979 -5.07505 -2.73146
C 2.11307 -2.37950 1.91364
H -2.19496 -2.79598 5.54022
H 1.99123 0.73416 -2.02004
O 3.17875 -3.87276 -4.72078
H -3.02956 0.10231 0.01201
C -2.28323 -2.43766 4.51090
H -1.20935 5.60537 0.58773
C -0.45801 -0.96023 5.31092
H 3.07958 4.36417 -0.81186
H 2.48918 -2.55725 -0.45104
H -0.68434 4.83151 -1.17268
N -0.89799 -3.89880 -0.39324
C -0.73851 5.29514 1.51890
H 2.97782 2.02364 -3.86716
C 2.93333 -3.20141 -2.44209
H 2.27063 3.52758 -3.19555
H 0.25654 4.05319 -2.48409
O -1.55238 -1.60034 2.05958
C 4.22907 -2.04721 2.91708
H -1.87660 1.57914 1.66675
N 1.73119 1.17066 3.33627
H -3.26689 5.20622 -1.70990
```

Calculated values
E = -243680.576 eV
energy above the lowest of the compared OMol25 structures with the same formula, charge and spin = 0.00 kJ/mol
HOMO energy = -7.17 eV